No. 1
98
Properties=species:S:1:pos:R:3:forces:R:3 method="wB97M-V/def2-TZVPD" total_energy_ha=-11555.1369 total_charge=+1
N 5.672 -0.456 1.817 -1.172 0.313 0.895
P 4.624 -0.877 2.953 1.561 1.352 -1.304
C 3.143 -1.877 2.341 -3.022 -2.520 -2.853
C 2.733 -2.357 0.929 -0.194 0.951 6.128
N 1.474 -3.043 1.164 1.647 1.138 1.570
C 1.031 -3.077 2.546 2.725 1.100 -1.871
C -0.303 -3.802 3.034 0.211 0.552 -0.956
C -1.156 -2.998 4.134 -1.020 -0.881 0.567
C -2.604 -2.497 3.611 0.215 0.698 1.590
C -2.564 -0.902 3.339 -0.392 -0.330 -0.216
N -2.516 -0.662 1.867 -0.368 0.300 0.738
C -3.759 -0.764 1.132 4.923 1.670 -4.391
C -3.289 -0.416 -0.320 1.335 -0.454 3.882
C -1.752 -0.121 -0.285 -2.045 -1.280 3.334
C -1.287 -0.313 1.191 -3.895 -0.007 -4.275
N 2.076 -2.380 3.246 -0.576 -0.533 -3.732
Br 2.164 -2.096 5.089 0.590 0.672 -2.092
H 5.703 0.586 1.841 -0.055 -1.033 -0.385
H 5.322 -1.666 3.936 -1.208 0.041 -0.237
H 4.091 0.314 3.585 -0.123 -1.394 -0.099
H 3.323 -2.190 -0.030 -1.325 -0.446 1.406
H 1.011 -3.437 0.329 -0.209 0.172 1.198
H -0.982 -3.890 2.098 1.359 0.211 1.338
H -0.045 -4.883 3.321 -0.208 1.726 -0.141
H -0.636 -2.088 4.585 -0.458 -1.427 -0.723
H -1.367 -3.738 4.999 0.566 1.282 -1.411
H -3.335 -2.641 4.499 1.202 0.059 -1.463
H -3.017 -3.107 2.736 0.711 1.089 1.085
H -3.498 -0.396 3.797 1.457 -0.838 -0.949
H -1.662 -0.372 3.799 -1.164 -0.999 -0.494
H -4.785 -1.027 1.544 1.927 0.475 -0.374
H -4.019 -0.389 -1.200 2.187 0.000 2.168
H -1.093 0.159 -1.176 -1.182 -0.454 1.595
H -0.230 -0.198 1.630 -2.280 -0.211 -0.375
Cl -5.796 2.867 -4.064 -0.091 -0.014 -0.045
C -4.714 1.641 -4.770 0.187 -0.109 -0.071
C -5.197 0.230 -4.503 -0.025 0.204 -0.240
Cl -5.069 -0.209 -2.778 -0.750 0.135 -1.045
H -3.711 1.805 -4.370 -0.165 -0.002 0.062
H -4.686 1.826 -5.846 -0.082 -0.106 0.078
H -4.585 -0.483 -5.057 -0.032 0.101 0.087
H -6.234 0.097 -4.809 0.212 0.119 0.254
Cl -6.678 -0.879 -7.017 -0.121 -0.242 -0.326
C -7.741 -2.297 -7.198 -0.145 -0.253 0.051
C -7.123 -3.554 -6.619 -0.179 0.037 0.140
Cl -5.717 -4.108 -7.562 0.037 0.034 0.017
H -7.971 -2.414 -8.257 0.153 -0.025 0.192
H -8.670 -2.065 -6.673 0.117 -0.038 -0.002
H -7.853 -4.366 -6.631 0.029 0.120 -0.071
H -6.800 -3.403 -5.587 0.017 0.040 -0.169
Cl 0.805 -3.588 6.765 -0.709 -1.149 1.518
C 0.801 -4.731 8.136 -0.117 -0.283 0.516
C -0.245 -5.816 7.971 0.108 -0.090 0.006
Cl -1.902 -5.177 8.104 0.037 0.050 -0.095
H 0.646 -4.159 9.053 -0.083 -0.044 -0.173
H 1.796 -5.178 8.177 -0.112 0.022 -0.105
H -0.129 -6.564 8.758 0.044 0.137 -0.039
H -0.153 -6.319 7.007 -0.017 0.122 0.099
Cl 3.908 0.954 5.990 -0.128 0.118 0.215
C 5.299 0.631 7.055 0.312 -0.040 0.310
C 6.580 1.219 6.506 0.027 0.139 0.219
Cl 7.121 0.379 5.028 -0.064 0.044 -0.049
H 5.379 -0.450 7.190 -0.005 0.133 -0.121
H 5.067 1.078 8.024 0.042 0.038 -0.141
H 7.382 1.116 7.240 -0.124 -0.069 -0.045
H 6.469 2.279 6.272 -0.044 -0.179 -0.051
Cl -2.052 6.828 -0.511 0.031 -0.026 0.018
C -2.662 6.535 -2.160 -0.092 0.013 -0.218
C -3.856 5.602 -2.172 -0.081 0.169 -0.124
Cl -3.415 3.938 -1.714 0.105 -0.013 0.114
H -1.839 6.142 -2.760 -0.111 -0.030 0.150
H -2.947 7.507 -2.568 -0.050 -0.109 0.070
H -4.278 5.552 -3.178 0.099 -0.005 0.060
H -4.639 5.943 -1.491 0.179 -0.062 -0.013
Cl -7.097 2.263 -8.796 0.005 0.015 0.012
C -7.702 1.968 -10.446 -0.049 -0.010 -0.221
C -8.895 1.034 -10.461 -0.100 0.250 -0.110
Cl -8.454 -0.631 -10.003 -0.066 0.108 -0.159
H -6.877 1.576 -11.044 -0.113 -0.031 0.148
H -7.987 2.939 -10.856 -0.060 -0.116 0.064
H -9.313 0.983 -11.469 0.122 0.014 0.068
H -9.680 1.374 -9.784 0.183 -0.067 -0.009
Cl 9.595 3.331 1.222 0.098 0.030 0.085
C 9.466 1.554 1.200 -0.117 -0.279 -0.055
C 10.116 0.918 2.412 -0.184 -0.044 0.024
Cl 11.889 1.090 2.394 0.001 0.034 0.017
H 9.909 1.195 0.270 0.021 0.107 0.152
H 8.400 1.315 1.183 0.099 0.005 0.063
H 9.902 -0.152 2.428 -0.011 0.106 -0.102
H 9.744 1.353 3.342 0.080 0.031 -0.157
Cl 6.609 3.874 -0.936 -0.026 -0.069 0.009
C 7.891 4.904 -1.620 0.206 0.238 -0.090
C 8.142 4.609 -3.085 -0.092 0.213 0.004
Cl 8.879 3.006 -3.332 -0.026 -0.040 0.016
H 8.793 4.762 -1.022 -0.150 -0.118 -0.102
H 7.563 5.938 -1.501 -0.022 -0.110 -0.096
H 8.836 5.343 -3.497 -0.031 -0.064 0.127
H 7.219 4.649 -3.666 0.098 -0.088 0.129

No. 2
101
Properties=species:S:1:pos:R:3:forces:R:3 method="wB97M-V/def2-TZVPD" total_energy_ha=-9351.2961 e_above_lowest_kcal_mol=0.0 total_charge=0
C 1.835 -0.767 -0.794 -1.324 -0.411 -0.185
O 1.154 -1.923 -1.319 1.435 0.445 -0.502
C 1.242 -2.020 -2.775 0.767 -0.748 -0.818
C 2.664 -2.524 -3.301 -0.992 0.307 0.307
N 2.660 -2.576 -4.745 0.647 0.022 0.391
C 0.266 -3.085 -3.238 -0.253 -0.230 1.189
C -1.196 -2.875 -2.841 0.274 -0.215 -0.585
C -1.958 -1.950 -3.788 0.527 -0.736 1.016
S -1.712 -0.229 -3.429 -1.288 2.384 -2.567
O -2.861 0.485 -3.875 -1.087 -0.328 0.634
O -0.548 0.307 -4.090 1.638 -1.155 0.800
O -1.622 0.068 -1.868 0.113 -0.783 0.044
H 1.886 0.035 -1.533 0.427 -0.050 -0.068
H 1.266 -0.384 0.052 0.201 -0.155 0.250
H 2.824 -1.077 -0.404 -1.019 1.749 0.770
H 1.069 -1.041 -3.234 -0.163 0.033 0.095
H 3.468 -1.782 -2.976 -0.503 -0.190 -1.129
H 2.827 -3.570 -2.858 0.005 0.908 -0.508
H 3.226 -3.350 -5.073 -0.120 -0.076 -0.118
H 3.107 -1.734 -5.088 -0.266 0.042 -0.312
H 0.379 -3.275 -4.301 -0.083 0.228 -0.081
H 0.572 -4.010 -2.730 0.089 -0.039 -0.056
H -1.655 -3.862 -2.912 -0.211 0.065 -0.010
H -1.318 -2.595 -1.794 0.072 0.052 0.025
H -3.019 -2.189 -3.764 -0.114 0.399 0.218
H -1.617 -2.103 -4.812 -0.043 0.386 -0.108
H -0.918 -0.443 -1.444 -0.033 -0.109 0.077
Ca 3.878 -2.389 -1.199 1.493 -1.547 2.110
C 1.142 -1.244 2.716 -0.252 0.095 -0.066
C 0.117 -0.118 2.797 0.222 0.087 -0.036
C 0.604 1.069 3.623 -0.013 0.144 -0.006
C 0.887 0.760 5.094 0.181 -0.140 -0.039
C -0.305 0.183 5.847 -0.005 0.207 0.240
C -1.482 1.152 5.890 1.620 -0.237 0.409
H 1.359 -1.660 3.700 0.069 -0.003 -0.015
H 0.772 -2.054 2.093 -0.053 0.190 0.156
H 2.084 -0.881 2.280 0.081 -0.018 0.106
H -0.823 -0.503 3.194 -0.028 0.063 -0.019
H -0.105 0.234 1.782 -0.118 0.020 0.020
H -0.140 1.868 3.551 -0.046 -0.061 0.006
H 1.520 1.472 3.168 0.017 -0.019 -0.038
H 1.214 1.679 5.589 -0.088 -0.234 -0.122
H 1.733 0.066 5.169 0.031 0.011 -0.057
H 0.006 -0.053 6.872 0.075 -0.067 -0.039
H -0.623 -0.766 5.401 -0.004 0.008 -0.009
H -1.200 2.098 6.366 0.040 0.009 -0.028
H -2.297 0.722 6.459 -0.093 0.036 -0.034
H -1.871 1.379 4.845 1.509 -0.252 1.509
C -0.609 -0.979 -7.460 -0.447 0.138 -0.122
O -1.771 -1.789 -7.312 0.257 -0.123 0.129
H 0.212 -1.466 -6.936 -0.037 -0.048 0.027
H -0.350 -0.872 -8.516 0.141 0.040 0.038
H -0.784 0.006 -7.019 0.216 0.037 0.004
H -2.494 -1.356 -7.772 -0.083 -0.029 0.048
C 7.760 -1.746 2.166 0.388 0.041 0.278
C 6.586 -1.625 1.327 0.023 0.031 0.105
N 5.653 -1.530 0.669 -0.477 -0.820 -0.562
H 7.870 -2.765 2.533 -0.144 -0.042 -0.068
H 8.661 -1.487 1.611 -0.088 0.041 -0.126
H 7.691 -1.083 3.027 -0.148 0.052 -0.048
Br -3.598 1.444 4.333 -3.154 0.357 -1.993
F 1.698 3.334 6.807 0.064 0.217 0.113
C 1.073 4.496 6.508 -0.130 0.227 -0.035
C 0.250 4.554 5.402 0.015 -0.205 -0.160
C -0.393 5.746 5.106 0.077 0.085 0.086
C -0.197 6.861 5.909 -0.026 0.066 -0.023
C 0.638 6.783 7.014 -0.054 -0.047 -0.102
C 1.276 5.591 7.322 0.161 -0.007 0.195
H 0.114 3.676 4.785 -0.051 -0.023 0.039
H -1.048 5.803 4.248 -0.015 -0.049 0.003
H -0.698 7.791 5.673 -0.008 -0.001 0.009
H 0.794 7.652 7.639 0.000 -0.012 0.028
H 1.924 5.507 8.185 0.003 -0.028 -0.009
C 1.352 -5.389 2.187 -0.198 -0.296 0.368
Cl 1.839 -4.896 3.807 0.076 0.024 -0.093
Cl -0.312 -5.923 2.157 0.090 0.076 -0.095
Cl 1.575 -4.040 1.037 0.241 -0.199 -0.593
H 1.986 -6.207 1.871 0.050 0.055 -0.061
C -5.848 3.864 -2.845 -0.071 -0.099 0.084
C -4.776 2.937 -3.406 0.061 0.181 -0.045
C -5.612 1.865 -4.086 -0.146 -0.078 0.100
O -6.816 2.510 -4.527 0.084 0.053 0.070
C -6.908 3.808 -3.938 0.062 0.035 -0.145
H -5.498 4.877 -2.646 -0.002 0.002 -0.026
H -6.246 3.453 -1.914 -0.005 0.021 -0.002
H -4.175 3.469 -4.148 0.026 -0.027 0.002
H -4.105 2.534 -2.652 -0.015 -0.039 -0.007
H -5.886 1.072 -3.384 0.085 -0.030 0.002
H -5.105 1.415 -4.937 -0.069 -0.004 -0.046
H -6.711 4.552 -4.718 -0.021 0.076 0.062
H -7.918 3.963 -3.557 -0.026 -0.055 -0.045
C 5.581 2.291 -0.226 0.214 0.374 0.122
Cl 4.582 3.729 -0.320 -0.001 -0.142 -0.009
Cl 4.631 0.881 -0.802 -0.194 0.243 -0.284
Cl 7.005 2.474 -1.245 -0.047 -0.085 0.004
Cl 6.071 2.011 1.446 -0.055 -0.059 -0.047
O -3.108 -5.055 -2.766 -0.106 0.045 0.014
Cl -3.436 -6.472 -2.905 -0.033 -0.136 -0.004
O -4.071 -6.925 -1.697 0.048 0.021 0.032
O -2.206 -7.203 -3.121 0.103 0.029 0.000
O -4.315 -6.643 -4.028 0.034 0.028 -0.027

No. 3
81
Properties=species:S:1:pos:R:3:forces:R:3 method="wB97M-V/def2-TZVPD" total_energy_ha=-2582.0405 s_squared=16.068 e_above_lowest_kcal_mol=0.0 multiplicity=8 total_charge=+1
Gd -0.960 1.299 1.653 -2.316 -2.171 -1.015
C 0.421 0.972 3.672 0.575 0.124 -0.228
C 1.287 1.332 2.573 0.179 1.247 0.990
C -0.068 3.140 3.093 0.813 -0.459 0.686
C -0.425 2.078 3.979 0.480 0.550 -0.413
C 1.024 2.708 2.289 0.204 -0.273 0.843
C 0.419 -0.300 4.412 0.005 -0.653 0.410
H 1.414 -0.754 4.436 -0.126 0.013 -0.045
H -0.298 -1.015 3.989 0.479 0.292 0.091
H 0.103 -0.134 5.447 0.085 0.003 -0.099
C -1.328 2.155 5.165 -0.486 0.047 0.297
H -0.758 1.965 6.097 -0.255 0.027 -0.488
H -2.169 1.436 5.129 0.405 0.315 0.030
H -1.739 3.169 5.246 -0.028 -0.322 0.043
C -0.733 4.464 3.015 -0.085 0.592 0.205
H -0.901 4.847 4.028 -0.062 0.067 -0.221
H -1.720 4.464 2.513 0.276 -0.082 0.086
H -0.089 5.177 2.494 -0.250 -0.013 0.082
C 1.825 3.594 1.410 0.405 0.442 -0.572
H 2.674 4.025 1.969 -0.266 -0.178 -0.098
H 1.242 4.444 1.040 0.114 -0.162 -0.035
H 2.263 3.085 0.546 -0.123 -0.024 0.091
C 2.336 0.480 1.950 0.519 -0.332 -0.300
H 3.367 0.837 2.092 -0.363 0.185 0.154
H 2.210 0.411 0.864 0.073 -0.074 0.017
H 2.315 -0.538 2.344 -0.146 0.075 -0.057
C 0.544 -3.583 0.441 -0.311 -0.459 0.368
C 1.522 -3.189 1.300 -0.842 -0.911 0.258
C 2.971 -3.060 0.958 0.574 0.826 -0.907
C 3.284 -3.182 -0.569 0.756 -0.063 0.553
C 3.240 -1.882 -1.324 -0.565 0.556 -1.290
C 2.114 -1.192 -1.557 0.540 0.422 0.714
C 0.819 -1.459 -0.821 -0.640 0.286 -0.556
C 0.282 -2.920 -0.890 0.767 -0.180 -0.263
H 3.447 -3.929 1.458 -0.286 0.457 -0.122
H 2.628 -3.955 -1.021 0.448 0.505 0.243
H 3.459 -2.152 1.363 -0.114 -0.406 -0.120
H 0.751 -3.469 -1.728 -0.242 0.284 0.206
H -0.128 -4.436 0.682 -0.258 1.364 0.598
H 1.293 -3.145 2.369 0.291 -1.182 -0.011
H -0.803 -2.920 -1.104 0.509 -0.134 0.342
H 0.938 -1.220 0.256 -0.038 -0.034 -0.588
H 2.110 -0.314 -2.227 0.179 -0.440 0.482
H 0.061 -0.760 -1.234 0.301 -0.370 0.181
H 4.320 -3.529 -0.697 -0.344 -0.222 0.296
H 4.160 -1.545 -1.846 -0.636 -0.366 0.423
P -0.614 -0.548 -3.688 0.175 -0.189 -1.041
P -0.871 2.436 -3.849 0.061 0.689 -1.387
C -1.092 0.059 -5.395 0.125 -0.057 0.129
C -1.550 1.519 -5.354 -0.280 -0.041 0.579
H -1.893 -0.595 -5.778 0.407 0.148 -0.073
H -0.210 -0.051 -6.043 -0.260 0.023 0.197
H -1.286 2.061 -6.284 -0.195 -0.208 0.518
H -2.643 1.542 -5.218 0.228 0.154 -0.248
C -1.321 4.097 -4.540 -0.060 0.103 0.229
H -0.818 4.885 -3.968 -0.127 -0.060 -0.152
H -2.404 4.236 -4.440 0.164 0.070 -0.071
H -1.045 4.173 -5.602 -0.046 0.078 0.318
C 0.910 2.497 -4.374 0.075 -0.040 0.379
H 1.021 2.575 -5.466 -0.066 -0.008 0.308
H 1.461 1.623 -4.007 -0.067 0.094 -0.151
H 1.356 3.383 -3.903 -0.013 -0.173 -0.170
C -2.045 -1.669 -3.377 -0.064 -0.143 0.260
H -2.150 -1.820 -2.296 -0.094 -0.102 -0.259
H -1.887 -2.640 -3.867 -0.176 0.199 0.094
H -2.977 -1.219 -3.744 0.256 -0.083 0.078
C 0.664 -1.777 -4.209 0.401 -0.660 -0.192
H 0.476 -2.157 -5.245 0.058 0.190 0.854
H 0.579 -2.613 -3.485 0.277 0.346 -0.649
H 1.714 -1.392 -4.157 -1.023 -0.219 -0.098
C -4.009 -1.421 2.543 -0.454 -0.010 0.086
C -2.520 -1.683 2.542 -0.154 0.296 -0.729
C -2.131 -2.403 3.816 0.069 -0.224 0.369
O -1.861 -0.433 2.332 0.488 0.656 -0.144
H -4.341 -0.892 1.648 0.094 -0.115 -0.085
H -4.272 -0.789 3.400 0.057 -0.102 -0.008
H -4.569 -2.357 2.632 0.028 0.159 -0.072
H -2.231 -2.305 1.685 -0.218 -0.128 0.106
H -2.850 -3.214 4.000 0.189 0.176 -0.103
H -1.142 -2.867 3.751 -0.054 0.121 0.057
H -2.173 -1.736 4.687 0.004 -0.110 -0.192